Record 1
24
Properties=species:S:1:pos:R:3 method="wB97M-V/def2-TZVPD" homo_energy_ev=-13.56 homo_lumo_gap_ev=8.35 de_lowest_kcal_mol=15.2 charge=+1
C -4.078 1.232 -0.523
C -2.871 0.688 -1.002
C -3.922 1.212 0.833
C -2.714 -2.292 -0.047
C 0.400 -0.149 1.368
C 1.140 0.878 -0.767
C 2.061 -1.365 -0.064
C 1.220 -0.209 0.199
N -2.078 0.375 -0.006
O -3.836 -2.136 -0.184
O -2.732 0.703 1.143
O -1.584 -2.436 0.098
H -4.912 1.581 -1.091
H -2.570 0.512 -2.016
H -4.553 1.514 1.645
H -0.624 -0.301 0.945
H 0.598 -0.915 2.110
H 0.319 0.841 1.815
H 1.774 0.734 -1.637
H 1.364 1.841 -0.304
H 0.093 0.961 -1.082
H 3.052 -1.136 0.351
H 1.713 -2.263 0.447
H 2.210 -1.547 -1.126

Record 2
22
Properties=species:S:1:pos:R:3 method="wB97M-V/def2-TZVPD" homo_energy_ev=-9.27 homo_lumo_gap_ev=10.01 de_lowest_kcal_mol=149.3
C -3.340 0.125 1.631
C -2.809 -0.803 1.062
C -2.163 -1.922 0.371
C -0.803 -2.272 0.960
C -0.090 -3.526 0.408
C 1.190 -2.695 0.175
C 0.436 -1.431 0.595
C 0.928 -0.543 1.685
O 1.279 0.019 0.437
H -3.909 0.969 1.980
H -2.068 -1.698 -0.702
H -2.817 -2.805 0.430
H -0.937 -2.384 2.048
H -0.539 -3.910 -0.518
H 0.009 -4.348 1.128
H 1.562 -2.683 -0.857
H 2.032 -2.977 0.821
H 0.161 0.018 2.235
H 1.799 -0.894 2.248
O 0.078 -0.301 -1.596
H 0.849 0.405 -1.020
H -0.715 0.213 -1.406

Record 3
24
Properties=species:S:1:pos:R:3 method="wB97M-V/def2-TZVPD" homo_energy_ev=-4.92 homo_lumo_gap_ev=8.28 charge=-1
C 1.085 0.775 -0.240
C -0.198 1.062 -0.503
C 2.180 1.393 0.515
C -0.195 -1.354 -0.965
C -1.084 -0.120 -0.873
C -0.728 2.469 -0.712
C -2.106 -0.203 0.298
C 0.953 -1.933 1.475
O 2.530 2.564 0.627
O 2.720 0.382 1.071
O 2.605 -1.526 -0.811
P 1.445 -0.963 -0.073
H -0.729 -2.261 -0.583
H -0.052 -1.599 -2.053
H -1.704 0.031 -1.794
H -1.504 2.640 -0.013
H -0.825 2.589 -1.781
H 0.087 3.204 -0.531
H -1.435 -0.171 1.211
H -2.571 -1.278 0.037
H -2.765 0.593 0.379
H 0.032 -1.337 1.798
H 0.582 -2.963 1.268
H 1.677 -1.995 2.253

Record 4
24
Properties=species:S:1:pos:R:3 method="wB97M-V/def2-TZVPD" homo_energy_ev="-7.82 / -8.02" homo_lumo_gap_ev="7.70 / 8.19" de_lowest_kcal_mol=68.8
C -2.337 -0.119 0.023
C -2.136 0.858 -1.116
C -0.923 1.665 -0.681
C 0.790 1.127 1.291
C 1.914 0.118 1.268
C 0.887 -1.220 -0.775
C -0.323 0.793 0.441
C 0.491 -2.474 -0.172
O -3.189 -0.957 0.170
O 2.319 0.835 -1.335
O -1.407 0.035 0.937
S 2.405 -0.350 -0.425
H -1.974 0.304 -1.980
H -2.932 1.392 -1.395
H -0.176 1.846 -1.501
H -1.185 2.707 -0.158
H 0.495 1.167 2.394
H 1.083 2.090 0.975
H 2.864 0.409 1.856
H 1.719 -0.902 1.745
H 0.285 -0.868 -1.671
H 1.338 -2.706 0.600
H 0.548 -3.354 -0.803
H -0.558 -2.396 0.313

Going through the records in order, we get E values of -16114.630 -12578.963 -23923.218 -25464.028 eV.